Record 1
A molecular structure, C50H41AuN5O5, computed with the ωB97M-V functional and the def2-TZVPD basis.

Geometry (Å):
C (1.33, 3.72, -2.26)
H (-4.17, -2.99, 0.95)
C (-4.19, 1.09, -5.17)
C (-2.68, -1.37, 1.28)
C (-3.73, -2.08, 0.60)
H (1.33, 0.28, -4.30)
H (-0.12, 1.07, -3.62)
H (6.01, -1.85, 4.24)
O (-4.29, -0.37, -6.97)
C (-0.05, -2.05, 3.97)
H (-1.04, 3.52, 1.18)
H (-1.28, -4.50, 2.75)
C (2.20, 1.41, 1.73)
C (4.26, -0.84, 3.53)
H (0.48, 6.04, -4.60)
C (-2.61, 2.37, 0.06)
N (-1.36, 2.35, -1.88)
H (-0.46, -2.77, 4.66)
C (3.47, 0.30, 3.56)
H (3.10, 2.52, -2.35)
H (-5.57, -3.51, 4.96)
C (1.04, 5.27, -4.08)
C (2.54, 3.32, -2.81)
H (2.85, -0.21, -2.66)
C (7.73, -1.02, 5.88)
H (-4.38, -1.73, 3.73)
C (3.87, 1.36, 4.37)
C (0.46, 0.16, -3.64)
C (-3.99, -0.20, -5.67)
H (3.58, 3.59, -0.34)
C (-2.21, -4.27, 3.24)
C (-3.22, -0.92, -3.52)
C (0.57, 4.69, -2.93)
H (-2.78, -1.68, -2.89)
H (2.43, -0.55, -1.02)
C (3.36, 2.15, 1.28)
H (-3.35, -7.23, 5.87)
O (-4.82, -5.90, 5.25)
C (-3.17, -0.23, -0.57)
C (-3.95, -2.73, 3.79)
O (-0.01, -0.38, -1.37)
C (-3.49, -1.20, -4.84)
H (-3.30, -2.20, -5.22)
H (4.02, 5.81, -7.19)
C (5.01, 1.28, 5.13)
H (-4.22, -7.69, 4.38)
H (4.73, 5.38, -5.61)
C (1.21, -0.49, 2.92)
H (8.13, -1.22, 4.88)
H (-4.71, -1.65, -1.31)
C (-4.32, -7.22, 5.36)
N (0.07, -0.64, 2.17)
H (3.93, 4.13, -6.62)
H (-3.43, 2.23, 0.74)
C (-3.98, -1.41, -0.55)
H (-5.04, -7.77, 5.95)
H (-4.43, -1.58, -8.58)
C (1.58, 2.68, 0.00)
H (-0.18, -0.63, -4.04)
H (-0.39, 4.99, -2.54)
N (1.13, 1.80, 1.02)
C (-3.13, 0.69, -1.61)
C (-2.88, -5.28, 3.93)
N (-2.39, -0.23, 0.62)
C (-4.62, -3.71, 4.47)
H (-4.06, 2.36, -3.46)
C (2.28, 4.89, -4.61)
C (5.42, -0.94, 4.29)
H (-4.57, 1.85, -5.83)
H (5.32, 2.09, 5.77)
C (-2.73, -2.99, 3.16)
C (2.23, 0.40, 2.73)
H (7.18, -1.90, 6.23)
C (-0.63, 2.86, -0.92)
C (3.91, 5.18, -6.31)
C (-3.91, 1.36, -3.85)
N (2.16, -0.25, -1.94)
H (3.97, -1.67, 2.89)
C (-4.09, -5.00, 4.55)
C (-4.12, -1.66, -7.54)
C (2.98, 2.91, 0.23)
C (1.14, -1.44, 4.03)
H (4.33, 2.08, 1.73)
C (-0.76, -1.54, 2.81)
C (-2.54, 1.94, -1.25)
O (6.90, 0.13, 5.88)
C (-3.44, 0.36, -2.99)
H (-3.07, -1.97, -7.50)
H (3.97, 3.56, -4.39)
C (0.80, 3.11, -1.04)
H (1.91, -1.54, 4.77)
C (5.80, 0.12, 5.10)
C (-2.02, -1.91, 2.42)
C (-1.31, 2.86, 0.37)
H (-4.74, -2.40, -7.03)
Au (-0.65, 0.87, 1.01)
H (3.26, 2.25, 4.42)
O (2.66, 5.52, -5.74)
H (8.54, -0.81, 6.56)
H (-2.45, -6.27, 3.97)
C (0.83, -0.19, -2.23)
C (3.03, 3.90, -3.98)

DFT total energy: -2715.3461 a.u.
max |F|: 0.15 eV Å⁻¹
gap between HOMO and LUMO: 5.07 eV
energy above the lowest of the compared OMol25 structures with the same formula, charge and spin: 0.00 kcal per mole
E_HOMO: -9.2 eV
LUMO energy: -0.151 Ha
charge: +1

Record 2
C8H10 in the gas phase at a distorted geometry, computed with the ωB97M-V functional and the def2-TZVPD basis.

Geometry (Å):
C (-1.11, -0.32, -2.12)
C (2.30, 1.73, 0.88)
C (-0.17, 0.18, -1.05)
H (-2.15, 0.17, -2.07)
C (0.60, 0.70, 2.42)
C (1.15, 1.10, 1.18)
H (2.84, 2.01, 1.73)
C (-0.57, 0.08, 2.46)
H (2.77, 1.98, -0.05)
H (-0.19, -2.43, -2.15)
H (-1.74, -2.16, -1.25)
C (0.46, 0.51, -0.04)
H (-1.62, -2.34, -3.06)
C (-1.10, -1.81, -2.20)
H (1.36, 0.81, 3.26)
H (-0.57, 0.17, -3.01)
H (-0.98, -0.51, 3.36)
H (-1.28, 0.11, 1.71)

DFT total energy: -310.6727 a.u.
max |F|: 5.61 eV Å⁻¹
SMILES: C=CC(=C)C#CCC
gap between HOMO and LUMO: 9.19 eV
energy above the lowest of the compared OMol25 structures with the same formula, charge and spin: 102.24 kcal per mole
E_HOMO: -8.6 eV
LUMO energy: 0.023 Ha

Record 3
3 unconnected molecules or ions with the total composition C2H6NO5 at a distorted geometry, computed with the ωB97M-V functional and the def2-TZVPD basis.

Geometry (Å):
H (-2.78, 1.04, 0.30)
C (1.50, -1.67, -0.03)
C (-0.86, -1.31, 0.56)
O (1.38, 3.43, -0.32)
O (-1.53, -1.35, 1.57)
H (0.37, -3.14, 0.76)
O (-2.18, 1.61, -0.23)
O (1.43, -0.73, -0.79)
H (-1.44, 1.07, -0.53)
O (-0.94, -0.67, -0.51)
H (0.50, 3.13, -0.63)
N (0.39, -2.14, 0.60)
H (2.41, -2.22, 0.31)
H (1.77, 2.96, -1.07)

expectation value of S²: 0.76
DFT total energy: -510.6787 a.u.
max |F|: 3.89 eV Å⁻¹
gap between HOMO and LUMO (spin up / spin down): 11.47 / 6.95 eV
energy above the lowest of the compared OMol25 structures with the same formula, charge and spin: 14.88 kcal per mole
2S+1: 2
E_HOMO (spin up / spin down): -11.2 / -11.2 eV
LUMO energy (spin up / spin down): 0.009 / -0.155 Ha

Record 4
A molecular structure, C10H19N2O6PZn at a distorted geometry, computed with the ωB97M-V functional and the def2-TZVPD basis.

Geometry (Å):
H (3.52, 3.21, 1.79)
C (-2.95, -0.30, 1.41)
H (4.31, 1.62, 1.94)
O (3.27, -0.16, -0.43)
H (2.04, -1.84, 1.27)
H (-0.98, 1.74, 0.46)
H (-1.23, 0.46, -1.97)
C (-0.02, -1.64, -2.12)
O (0.23, -2.45, -3.03)
H (-1.81, -2.21, -1.67)
H (-2.36, -0.94, 2.07)
H (-4.59, -1.68, 1.38)
H (-2.79, 0.75, 1.66)
H (-1.02, 2.46, -1.11)
H (-0.67, -0.81, 0.67)
C (3.56, 2.20, 1.40)
H (1.74, 1.81, -0.75)
O (2.08, 0.44, 2.12)
C (2.24, 1.53, 1.61)
C (0.94, 2.32, -0.22)
Zn (0.84, -3.50, -1.25)
H (-5.02, -0.04, 0.91)
C (-4.42, -0.63, 1.60)
N (-0.96, -1.96, -1.14)
P (2.06, -0.93, -0.65)
O (1.13, 2.24, 1.20)
O (1.36, -1.56, 0.62)
H (3.12, -2.28, -2.12)
C (-0.54, 0.37, -1.12)
C (-1.19, -0.75, -0.28)
H (3.81, 2.21, 0.34)
C (0.70, -0.34, -1.75)
H (1.13, 0.15, -2.63)
H (-4.72, -0.44, 2.63)
N (-2.58, -0.52, -0.01)
C (-0.46, 1.76, -0.50)
H (0.98, 3.36, -0.53)
O (2.43, -2.40, -1.44)
H (-3.17, -1.26, -0.37)

DFT total energy: -3073.4559 a.u.
max |F|: 1.81 eV Å⁻¹
gap between HOMO and LUMO: 4.56 eV
energy above the lowest of the compared OMol25 structures with the same formula, charge and spin: 0.00 kcal per mole
E_HOMO: -15.8 eV
LUMO energy: -0.412 Ha
charge: +2

Record 5
A molecular structure, C35H38FN5S3Sn, computed with the ωB97M-V functional and the def2-TZVPD basis.

Geometry (Å):
H (-4.42, 3.09, 2.24)
C (-3.67, -0.68, 1.69)
H (-2.19, 2.30, -0.63)
H (7.49, -3.43, 1.71)
H (-4.86, -0.05, -0.86)
Sn (-0.02, 0.18, 0.14)
C (-4.71, 1.11, 2.97)
H (-4.43, 0.03, -5.12)
C (4.12, -3.64, 1.44)
H (-3.44, -2.58, 2.58)
H (-0.39, -4.16, -3.32)
H (-5.02, -3.80, 1.12)
N (1.84, -1.08, 1.22)
C (-1.85, 3.64, 0.99)
C (-3.88, 3.59, -0.51)
S (1.47, 3.61, -1.13)
C (-4.44, -0.23, 2.76)
S (-0.02, 0.65, 2.70)
H (-2.41, 4.19, 1.75)
H (0.31, 6.23, -0.55)
C (2.31, -3.58, -1.36)
C (6.47, -3.14, 1.48)
H (3.33, -3.88, -1.20)
H (3.80, 3.88, 2.64)
N (2.43, -0.52, 2.29)
H (1.62, 1.32, 4.72)
N (0.47, -2.18, -0.76)
C (1.73, -2.60, -0.55)
C (-4.78, -0.01, -2.99)
H (-1.25, -2.33, -1.86)
C (-2.61, 0.01, -3.98)
C (5.42, -4.01, 1.75)
C (1.55, -4.16, -2.36)
H (-3.43, 4.39, -1.11)
C (-2.54, -2.81, 0.67)
H (1.77, 6.84, 0.23)
C (1.57, 4.71, 0.25)
C (0.24, -3.73, -2.55)
H (-4.83, -0.96, 3.45)
C (2.47, -1.98, 0.56)
C (-3.11, 0.28, 0.82)
N (2.22, 0.88, 4.05)
H (2.15, 3.82, 3.25)
C (-4.99, -2.70, 1.10)
H (-1.55, -2.44, 0.91)
C (-4.21, -0.03, -1.73)
C (-3.99, 0.01, -4.13)
H (2.82, 5.36, 2.69)
H (-2.75, -2.60, -0.38)
C (3.86, -2.39, 0.88)
C (-0.24, -2.72, -1.73)
H (4.71, -0.55, 0.19)
C (-4.20, 2.04, 2.09)
C (-2.07, -0.01, -2.71)
H (5.61, -4.97, 2.19)
C (4.91, -1.52, 0.62)
C (1.66, 0.28, 2.98)
H (-4.53, 4.06, 0.23)
H (3.29, -4.31, 1.65)
H (-1.34, 4.35, 0.34)
C (6.21, -1.90, 0.92)
H (-5.79, -2.33, 1.73)
C (-3.39, 1.66, 1.03)
C (-2.79, 2.75, 0.16)
H (-4.49, 2.97, -1.17)
C (-2.81, -0.03, -1.52)
N (-2.25, -0.07, -0.26)
H (-2.53, -3.90, 0.80)
H (-1.10, 3.03, 1.50)
H (1.97, -4.92, -3.00)
H (7.03, -1.22, 0.71)
C (-3.61, -2.20, 1.56)
C (2.31, 4.01, 1.13)
H (-5.86, 0.00, -3.08)
C (0.99, 6.09, 0.29)
H (-5.17, -2.37, 0.07)
H (3.13, 0.55, 4.35)
C (2.80, 4.28, 2.50)
F (-0.70, 0.04, -2.64)
S (2.62, 2.52, 0.22)
H (0.43, 6.25, 1.22)
H (-5.33, 1.42, 3.80)
H (-1.95, 0.03, -4.83)

DFT total energy: -3139.0347 a.u.
max |F|: 0.80 eV Å⁻¹
gap between HOMO and LUMO: 6.53 eV
energy above the lowest of the compared OMol25 structures with the same formula, charge and spin: 35.59 kcal per mole
E_HOMO: -6.9 eV
LUMO energy: -0.012 Ha

Record 6
A molecular structure, C4H8N2O, computed with the ωB97M-V functional and the def2-TZVPD basis.

Geometry (Å):
H (-0.89, 0.47, -1.74)
H (1.26, 0.05, 1.45)
H (2.34, 0.89, 0.30)
H (1.31, -0.40, -1.61)
N (-2.02, -1.10, 0.73)
C (0.80, -0.32, -0.64)
H (2.47, -0.87, 0.55)
C (-0.58, 0.42, -0.69)
H (-1.93, -2.02, 1.17)
H (-1.65, 2.10, -0.47)
C (-1.05, -0.85, -0.03)
H (-1.13, 1.49, 0.92)
C (1.77, -0.03, 0.48)
N (-0.84, 1.67, -0.03)
O (0.09, -1.56, -0.32)

DFT total energy: -341.9377 a.u.
max |F|: 0.44 eV Å⁻¹
gap between HOMO and LUMO: 10.77 eV
energy above the lowest of the compared OMol25 structures with the same formula, charge and spin: 41.38 kcal per mole
E_HOMO: -9.8 eV
LUMO energy: 0.035 Ha